{"formula": "C8H12O11Sr", "method": "wB97M-V/def2-TZVPD", "total_charge": 0, "multiplicity": 1, "e_tot_ev": -31851.4095, "e_above_lowest_kj_mol": 0.0, "symbols": ["Sr", "O", "C", "O", "C", "O", "C", "C", "O", "O", "H", "H", "H", "H", "H", "O", "C", "O", "C", "O", "C", "C", "O", "O", "H", "H", "H", "H", "H", "O", "H", "H"], "xyz": [[-0.548666, -1.448691, 0.703785], [-4.687628, -2.261595, -1.454104], [-3.734165, -1.730570, -0.686650], [-2.803359, -2.423949, -0.297036], [-4.020807, -0.338772, -0.276600], [-2.955330, 0.090090, 0.565342], [-2.654571, 1.479845, 0.593294], [-1.175460, 1.765444, 0.449992], [-0.867885, 3.004889, 0.587765], [-0.315776, 0.813232, 0.352209], [-4.559963, -3.244132, -1.387948], [-5.001698, -0.313629, 0.228681], [-3.996685, 0.314229, -1.168154], [-2.968576, 2.015229, 1.518023], [-3.131093, 1.956030, -0.252924], [1.714997, 3.340415, 1.004890], [2.967434, 2.928365, 0.708943], [3.959600, 3.412177, 1.183414], [3.033624, 1.784527, -0.426160], [3.692154, 0.503092, 0.115325], [3.516659, -0.548041, -0.868514], [2.633484, -1.646017, -0.275234], [1.381314, -1.500472, -0.495798], [3.202426, -2.494083, 0.465173], [0.900859, 2.960454, 0.465923], [3.689227, 2.191786, -1.156912], [1.978206, 1.633596, -0.855880], [4.453105, -1.082607, -0.996788], [2.992736, -0.181410, -1.763395], [0.756767, -3.416479, 1.130899], [0.805301, -4.338835, 1.443748], [1.743761, -3.224104, 0.844691]], "atomic_forces_ev_per_a": [[-0.5, -0.2, 0.0], [0.1, -0.7, 0.5], [0.1, -1.9, 0.2], [-0.3, 0.9, -0.2], [1.0, 1.5, 0.2], [-0.1, -0.7, 0.4], [-0.2, 0.6, -0.1], [2.4, 2.4, 1.2], [-0.9, -3.2, -1.0], [-1.5, 1.3, -0.2], [-0.1, 1.0, -0.5], [0.3, 0.1, -0.3], [-0.6, -0.3, 0.1], [-0.1, -0.7, -0.5], [-0.3, 0.3, -0.2], [-0.2, -0.5, -0.9], [-0.8, -1.3, -1.1], [-0.6, -0.2, 0.0], [-0.7, -0.8, 2.1], [-1.8, 1.8, -1.7], [-0.3, -0.3, 0.8], [0.4, 0.9, 0.8], [0.8, -0.4, -0.2], [-1.8, 0.1, -0.8], [1.7, 0.7, 1.5], [0.6, 0.2, -0.9], [1.6, -0.3, 0.8], [0.5, 0.6, -0.6], [0.7, -0.1, 0.0], [1.5, -1.5, 0.3], [-0.2, 0.6, -0.1], [-0.8, 0.1, 0.4]]}

---

{"formula": "C33H38N6O2P", "method": "wB97M-V/def2-TZVPD", "total_charge": 1, "multiplicity": 1, "e_tot_ev": -57155.5102, "e_above_lowest_kj_mol": 0.0, "symbols": ["C", "C", "C", "C", "N", "C", "C", "N", "P", "O", "O", "C", "C", "C", "C", "C", "C", "C", "H", "H", "H", "H", "H", "H", "H", "H", "H", "H", "H", "H", "H", "H", "H", "H", "H", "H", "N", "C", "C", "C", "C", "C", "H", "H", "H", "H", "H", "N", "C", "C", "C", "C", "C", "H", "H", "H", "H", "H", "N", "C", "C", "C", "C", "C", "H", "H", "H", "H", "H", "N", "C", "C", "C", "C", "C", "H", "H", "H", "H", "H"], "xyz": [[-1.833623, -3.375604, -5.128267], [-1.153627, -2.020567, -5.053797], [-1.319829, -1.252662, -3.695801], [-2.333073, -1.786220, -2.757395], [-3.544221, -1.266303, -2.591276], [-4.248375, -1.953310, -1.614949], [-3.424251, -2.917323, -1.178767], [-2.229949, -2.819325, -1.892092], [-0.854291, -3.843194, -1.616772], [0.281191, -3.527023, -2.482435], [0.201269, -2.224654, -5.308898], [0.914237, -1.038393, -5.653529], [1.750005, -0.570360, -4.488809], [1.895642, 0.780743, -4.200146], [2.622474, 1.197295, -3.093413], [3.219066, 0.272479, -2.247743], [3.084221, -1.076725, -2.542603], [2.360315, -1.496577, -3.649143], [-2.865910, -3.369656, -4.785232], [-1.226860, -4.116861, -4.618882], [-1.854428, -3.671598, -6.171783], [-1.589711, -1.387422, -5.826724], [-1.610895, -0.226858, -3.905609], [-0.368671, -1.226878, -3.174674], [-3.877524, -0.462710, -3.099639], [-5.231738, -1.718685, -1.262178], [-3.638302, -3.619928, -0.397073], [-1.341916, -5.135818, -1.872583], [-0.580381, -3.763927, -0.241535], [0.228233, -0.225024, -5.892259], [1.523044, -1.226699, -6.531536], [1.435336, 1.539350, -4.817881], [2.707187, 2.251261, -2.868931], [3.762060, 0.593835, -1.376326], [3.535878, -1.801204, -1.881420], [2.263660, -2.555968, -3.812749], [-5.473288, -1.304794, 1.207163], [-6.354109, -1.743179, 2.108640], [-6.782275, -0.991259, 3.190511], [-6.268444, 0.285151, 3.350633], [-5.351034, 0.757049, 2.425509], [-4.990570, -0.073240, 1.377939], [-6.731004, -2.747079, 1.949559], [-7.500512, -1.397265, 3.888550], [-6.578009, 0.903055, 4.183070], [-4.924768, 1.746517, 2.513348], [-4.275157, 0.260521, 0.631609], [2.979260, -0.979989, 0.788902], [3.204555, -0.151249, 1.806550], [2.198260, 0.479107, 2.526170], [0.884452, 0.233208, 2.166616], [0.631860, -0.627200, 1.107674], [1.710701, -1.204507, 0.456507], [4.246475, 0.011844, 2.057460], [2.443047, 1.133417, 3.349634], [0.069810, 0.703906, 2.702827], [-0.382563, -0.843176, 0.792960], [1.562060, -1.882907, -0.380680], [3.172068, 0.451592, 5.754682], [3.761977, 1.287354, 6.608886], [3.525431, 1.284000, 7.974799], [2.624531, 0.363129, 8.483833], [2.001406, -0.513345, 7.610221], [2.310047, -0.428020, 6.261658], [4.459872, 1.992133, 6.170326], [4.035811, 1.984539, 8.620879], [2.412593, 0.327879, 9.544581], [1.292955, -1.248906, 7.965268], [1.848260, -1.098405, 5.543656], [2.727900, 4.499808, -1.369398], [3.232087, 4.390631, -0.141242], [3.067984, 5.350458, 0.845590], [2.341949, 6.490030, 0.540259], [1.811328, 6.621278, -0.732750], [2.031421, 5.601257, -1.645430], [3.797541, 3.485986, 0.055460], [3.500996, 5.207836, 1.825975], [2.193841, 7.264570, 1.281678], [1.241135, 7.495573, -1.014635], [1.633875, 5.665200, -2.652606]], "atomic_forces_ev_per_a": [[0.2, 0.1, -0.3], [-0.1, -0.2, 0.3], [-0.3, -0.1, 0.2], [0.3, 0.0, -0.1], [-0.2, -0.1, 0.1], [0.3, -0.1, -0.1], [-0.4, 0.1, 0.1], [-0.3, 0.0, 0.3], [1.2, -0.7, -0.7], [-0.1, 0.4, 0.1], [0.0, 0.0, -0.7], [0.1, 0.4, 0.6], [0.2, -0.1, 0.2], [0.0, 0.0, 0.1], [0.1, 0.1, 0.2], [-0.3, -0.1, -0.5], [0.1, 0.1, 0.1], [0.2, 0.1, 0.2], [-0.1, 0.0, 0.2], [-0.1, -0.1, 0.3], [0.0, -0.1, -0.2], [0.0, 0.2, -0.1], [0.0, 0.2, 0.0], [0.3, -0.1, -0.1], [0.0, 0.0, -0.1], [-0.1, 0.2, 0.0], [0.3, -0.2, 0.1], [-0.5, 0.2, 0.4], [-0.5, 0.2, 0.0], [-0.2, 0.0, -0.3], [0.1, -0.3, -0.1], [-0.1, 0.0, -0.2], [0.0, 0.1, 0.0], [0.1, 0.0, 0.1], [0.1, -0.1, 0.0], [-0.1, -0.1, -0.2], [-0.1, 0.0, 0.0], [0.0, -0.1, -0.1], [0.0, 0.0, 0.0], [0.0, 0.0, 0.0], [0.0, 0.0, 0.0], [0.0, -0.1, -0.1], [0.0, 0.0, 0.0], [0.0, 0.0, 0.0], [0.0, 0.0, 0.0], [0.0, 0.0, 0.0], [0.0, 0.1, 0.0], [-0.1, 0.0, 0.1], [0.1, -0.1, -0.1], [-0.1, 0.0, -0.1], [0.0, 0.0, 0.0], [0.1, 0.0, 0.0], [0.0, -0.1, 0.0], [0.0, 0.0, 0.1], [0.0, -0.1, 0.0], [0.0, 0.0, 0.0], [0.0, 0.0, 0.0], [-0.1, 0.1, 0.0], [0.0, 0.1, 0.1], [0.0, 0.0, -0.1], [0.0, 0.0, 0.0], [0.0, 0.0, 0.0], [0.0, 0.0, 0.0], [0.0, 0.0, -0.1], [0.0, 0.0, 0.0], [0.0, 0.0, 0.0], [0.0, 0.0, 0.0], [0.0, 0.0, 0.0], [0.0, 0.0, 0.0], [0.0, 0.0, 0.0], [0.0, -0.1, -0.1], [0.0, 0.0, 0.0], [0.0, 0.0, 0.0], [0.0, 0.0, 0.0], [0.0, -0.1, -0.1], [0.0, 0.0, 0.0], [0.0, 0.0, 0.0], [0.0, 0.0, 0.0], [0.0, 0.0, 0.0], [0.0, 0.0, 0.0]]}

---

{"formula": "C10H10N2", "method": "wB97M-V/def2-TZVPD", "total_charge": 0, "multiplicity": 1, "smiles": "c1ccncc1.c1ccncc1", "e_tot_ev": -13509.4430, "e_above_lowest_kj_mol": 352.4, "symbols": ["C", "C", "C", "C", "C", "C", "C", "C", "C", "C", "H", "H", "H", "H", "H", "H", "H", "H", "H", "H", "N", "N"], "xyz": [[-0.100419, 0.766043, -2.531352], [0.345199, 1.337738, -3.773632], [-0.312230, 1.142537, -4.888741], [-1.524004, 0.448893, -4.734016], [-1.977706, -0.118950, -3.621922], [1.816313, 0.095642, 3.521619], [1.617446, -0.614543, 4.734920], [0.499942, -1.345082, 4.861943], [-0.373535, -1.310750, 3.876337], [0.084874, -0.885296, 2.588247], [0.478288, 0.987371, -1.641309], [1.106001, 2.131279, -3.593861], [-0.043907, 1.527529, -5.989848], [-2.232512, 0.535753, -5.646837], [-2.930104, -0.635417, -3.708489], [2.761732, 0.751102, 3.698143], [2.460116, -0.471422, 5.403870], [0.307887, -1.837533, 5.843363], [-1.447424, -1.641006, 3.971643], [-0.477208, -0.888479, 1.711249], [-1.257539, 0.192097, -2.475139], [1.198789, -0.167506, 2.393812]], "atomic_forces_ev_per_a": [[-0.6, 1.3, -2.1], [3.0, 1.7, 3.9], [-1.5, 0.3, -4.2], [-1.4, 0.6, -5.1], [1.3, 1.6, 1.8], [3.4, -0.3, 2.5], [2.1, 2.1, -1.8], [0.5, -1.1, 4.6], [-3.3, -0.6, -4.6], [-0.1, 0.9, 2.0], [-0.3, -0.2, 0.2], [0.1, -1.1, -0.8], [-0.5, -0.6, 2.9], [1.3, -0.8, 1.4], [0.1, 0.0, 1.1], [-1.7, -0.7, -1.7], [-0.6, -0.3, 0.6], [-0.1, 0.3, -0.9], [1.5, 0.0, -0.1], [-1.4, -0.7, -1.1], [-1.5, -2.9, 0.8], [-0.3, 0.4, 0.6]]}

---

{"formula": "C15H27GaIN2O16S6", "method": "wB97M-V/def2-TZVPD", "total_charge": -1, "multiplicity": 1, "e_tot_ev": -177219.2861, "symbols": ["S", "C", "S", "C", "C", "C", "Ga", "I", "N", "C", "C", "N", "C", "H", "H", "H", "H", "H", "H", "H", "H", "H", "H", "H", "C", "C", "O", "S", "O", "O", "O", "H", "H", "H", "H", "C", "C", "O", "S", "O", "O", "O", "H", "H", "H", "H", "C", "C", "O", "S", "O", "O", "O", "H", "H", "H", "H", "C", "C", "O", "S", "O", "O", "O", "H", "H", "H", "H"], "xyz": [[-1.373037, -2.824812, 2.566927], [-1.819774, -1.560002, 1.660525], [-3.418818, -0.905018, 1.495884], [-4.377185, -2.395032, 1.038097], [-5.854586, -2.143647, 1.294951], [-6.470878, -1.227321, 0.238005], [-6.487253, 0.720563, 0.766530], [-8.561366, 1.794435, -0.527649], [-0.847129, -0.825703, 0.922444], [-0.653702, -0.880895, -0.436756], [0.405218, -0.053726, -0.695027], [0.859656, 0.524038, 0.478344], [0.085598, 0.038806, 1.418658], [-4.186354, -2.598138, -0.014037], [-3.996783, -3.221516, 1.632683], [-6.334098, -3.129789, 1.279069], [-5.991008, -1.759491, 2.308718], [-7.508603, -1.517978, 0.068397], [-5.959847, -1.356252, -0.718555], [-5.195310, 1.490725, 0.268277], [-6.761919, 0.940803, 2.327976], [-1.253974, -1.477335, -1.100613], [0.854793, 0.133754, -1.655012], [0.138001, 0.250093, 2.473955], [2.787944, -2.766060, -4.782146], [3.138529, -1.546781, -3.956149], [2.231330, -0.539431, -4.445084], [0.843737, -1.205765, -4.843530], [-0.070501, -1.085450, -3.765177], [0.497783, -0.770759, -6.148268], [1.357077, -2.714886, -4.887019], [3.214399, -2.714999, -5.785415], [3.075920, -3.698029, -4.305172], [4.157323, -1.207179, -4.096988], [2.955124, -1.701948, -2.895533], [-1.514120, 1.947611, -3.660257], [-1.609339, 2.434231, -2.227251], [-3.007852, 2.657370, -2.035947], [-3.858873, 1.581153, -2.857914], [-4.192603, 0.493637, -2.021264], [-4.821025, 2.275355, -3.632079], [-2.651939, 1.100924, -3.814091], [-1.587804, 2.775168, -4.369962], [-0.612124, 1.373198, -3.855558], [-1.074416, 3.364507, -2.057396], [-1.268106, 1.676210, -1.518157], [4.274348, 1.054682, 1.298444], [5.041800, 1.862935, 0.277330], [6.117154, 0.987868, -0.123566], [5.620734, -0.520672, -0.083878], [5.250488, -0.939149, -1.392246], [6.568819, -1.280907, 0.650690], [4.308177, -0.288460, 0.763676], [4.775986, 1.045839, 2.267731], [3.246567, 1.382013, 1.410940], [5.458789, 2.780005, 0.681082], [4.427260, 2.089744, -0.594837], [2.790914, -0.026128, 5.628529], [3.774414, 1.016653, 6.122404], [3.658116, 2.079388, 5.161303], [2.153163, 2.174277, 4.632917], [1.452494, 3.177717, 5.345254], [2.175387, 2.148576, 3.213766], [1.677420, 0.748170, 5.162804], [3.192573, -0.600928, 4.792219], [2.454562, -0.701332, 6.409397], [4.800864, 0.663216, 6.139708], [3.497865, 1.401853, 7.104904]], "atomic_forces_ev_per_a": [[0.1, -0.1, 0.0], [-0.2, -0.1, 0.1], [0.0, 0.1, -0.8], [0.0, -0.1, 0.7], [-0.1, -0.3, -0.4], [-0.3, 0.1, 0.2], [0.2, 0.2, 0.0], [0.0, 0.0, 0.0], [0.3, 0.4, 0.1], [0.2, 0.3, -0.3], [-0.2, -0.3, 0.5], [-0.2, -0.1, -0.1], [0.2, -0.2, -0.1], [0.0, 0.1, -0.1], [0.0, 0.0, 0.1], [0.0, -0.1, 0.0], [0.0, 0.0, 0.1], [-0.1, 0.0, 0.0], [0.0, 0.0, 0.0], [0.0, 0.2, 0.0], [-0.1, -0.1, 0.0], [-0.1, 0.0, 0.1], [0.1, 0.1, 0.0], [0.0, 0.1, 0.0], [0.2, 0.0, -0.2], [0.0, -0.1, 0.2], [0.2, 0.0, -0.2], [0.0, -0.2, 0.0], [-0.1, 0.0, 0.0], [0.0, 0.1, 0.1], [0.0, 0.0, 0.1], [0.0, 0.0, 0.0], [-0.1, 0.0, 0.0], [0.0, 0.2, -0.1], [0.0, 0.0, 0.1], [0.1, 0.2, -0.1], [0.2, -0.3, 0.1], [-0.2, 0.2, -0.2], [0.5, 0.1, 0.0], [-0.2, -0.3, -0.1], [-0.1, 0.0, 0.0], [-0.1, -0.1, 0.1], [0.0, 0.0, 0.0], [-0.1, -0.1, 0.0], [-0.1, 0.1, 0.0], [0.0, 0.1, -0.1], [0.1, 0.1, 0.2], [-0.2, 0.0, -0.2], [0.0, 0.2, 0.1], [0.1, -0.1, 0.0], [-0.1, -0.1, -0.1], [0.0, 0.0, 0.0], [-0.1, 0.1, -0.1], [0.0, 0.0, 0.0], [-0.1, -0.3, -0.1], [0.2, -0.1, 0.0], [0.0, 0.0, 0.0], [0.2, -0.1, -0.2], [-0.1, 0.0, 0.2], [0.1, -0.1, -0.1], [-0.1, -0.2, 0.0], [0.0, 0.0, -0.1], [0.0, 0.3, 0.1], [-0.1, 0.0, 0.2], [0.0, 0.0, 0.0], [-0.1, 0.1, 0.0], [0.0, 0.1, -0.1], [0.0, 0.0, 0.0]]}

---

no.,strongest force on any atom (eV/A),LUMO level (eV)
1,3.65,-0.73
2,1.57,-2.65
3,5.69,0.94
4,0.77,1.30